DFT (ωB97M-V/def2-TZVPD) results for a molecular structure, C40H36CdClN3Si2 in a non-equilibrium geometry.

Highest occupied orbital energy   -0.240 hartree

Geometry as XYZ:
```
83
Properties=species:S:1:pos:R:3:mulliken_charge:R:1
C -1.5046 -0.6612 4.1730 -1.011
C -2.1795 -0.0540 3.0440 -1.114
C -2.5555 -1.1024 2.1535 0.083
H -2.4980 0.9882 2.9774 0.554
C -2.1091 -2.3331 2.6979 -0.627
C -1.4864 -2.0821 3.9428 -0.780
H -1.1211 -2.8295 4.6493 0.470
H -1.2836 -0.1636 5.1200 0.667
H -3.1591 -0.9951 1.2483 0.653
H -2.2828 -3.3097 2.2449 0.504
Cd 0.2906 -0.0576 2.7853 1.690
Si -0.1832 -0.1297 -3.7415 0.527
C 0.2312 1.4376 -4.6557 0.172
C 1.5091 1.6940 -5.1773 -0.264
H 2.3332 1.0105 -4.9703 0.364
C 1.7225 2.8299 -5.9639 -0.551
H 2.7123 3.0202 -6.3801 0.371
C 0.6714 3.7143 -6.2281 -0.429
H 0.8308 4.5853 -6.8654 0.362
C -0.5845 3.4886 -5.6579 -0.644
H -1.4016 4.1862 -5.8374 0.385
C -0.7985 2.3689 -4.8534 -0.152
H -1.7694 2.2122 -4.3787 0.338
C 0.4949 -1.5657 -4.7340 0.599
C 0.0282 -1.6623 -6.0547 -0.442
H -0.6522 -0.9053 -6.4499 0.295
C 0.4219 -2.7239 -6.8739 -0.610
H 0.0142 -2.8056 -7.8817 0.377
C 1.3235 -3.6796 -6.3948 -0.452
H 1.6236 -4.5149 -7.0301 0.352
C 1.8252 -3.5706 -5.0913 -0.576
H 2.5309 -4.3191 -4.7203 0.360
C 1.4124 -2.5234 -4.2576 -0.170
H 1.8137 -2.4456 -3.2430 0.152
H -1.6614 -0.2208 -3.7724 -0.283
Si 0.6418 -0.2048 -1.4000 -0.821
C -0.3930 -1.7562 -1.0542 1.417
C -1.7326 -1.9138 -1.4599 -0.397
H -2.2831 -1.1013 -1.9468 0.305
C -2.3961 -3.1354 -1.2992 -0.903
H -3.4335 -3.2393 -1.6291 0.401
C -1.7332 -4.2179 -0.7207 -0.501
H -2.2391 -5.1794 -0.6169 0.373
C -0.4248 -4.0566 -0.2529 -0.821
H 0.0971 -4.8834 0.2353 0.375
C 0.2268 -2.8291 -0.3982 -0.496
H 1.2403 -2.7068 -0.0114 0.413
C -0.3911 1.3542 -1.0806 1.203
C -1.6403 1.2376 -0.4523 0.040
H -1.9226 0.2965 0.0306 0.004
C -2.5443 2.3004 -0.4839 -0.738
H -3.5615 2.1429 -0.1194 0.396
C -2.1314 3.5503 -0.9512 -0.679
H -2.8295 4.3895 -0.9436 0.427
C -0.8168 3.7240 -1.3971 -0.628
H -0.4754 4.7133 -1.7152 0.494
C 0.0519 2.6332 -1.4626 -0.628
H 1.0661 2.7669 -1.8532 0.363
H 2.0459 -0.3040 -1.8350 -0.209
Cl 1.7068 0.0046 0.6931 -0.589
C 2.0964 -2.8411 7.2614 -0.419
C 2.2012 -1.5299 7.7528 -0.496
C 2.1819 -0.4488 6.8702 -0.281
C 1.9831 -0.6884 5.4999 0.339
C 2.0034 -2.0082 4.9883 -0.289
C 2.0258 -3.0782 5.8774 -0.680
N 1.6257 0.3600 4.6511 0.027
N 1.6306 1.5415 5.2197 -0.299
C 1.0413 2.5280 4.4465 0.017
C 1.0648 3.8646 4.9092 -0.443
C 0.4064 4.8393 4.1807 -0.428
C -0.2478 4.4665 2.9932 -0.761
C -0.2122 3.1383 2.5851 0.168
N 0.4391 2.1843 3.2818 0.224
H 2.0826 -3.6872 7.9544 0.373
H 2.2884 -1.3419 8.8228 0.370
H 2.2412 0.5867 7.2030 0.427
H 1.9528 -2.1443 3.9038 0.494
H 1.9865 -4.0999 5.4921 0.388
H 1.6115 4.0271 5.8331 0.492
H 0.3886 5.8697 4.5283 0.398
H -0.7727 5.1952 2.3790 0.479
H -0.7061 2.8002 1.6673 -0.073
```

---

DFT (ωB97M-V/def2-TZVPD) results for a molecular structure, C40H36MnN5O2PS2 in a non-equilibrium geometry.

2S+1   6
Charge   -2
Highest occupied orbital energy (spin up / spin down)   -0.012 / -0.047 hartree

Geometry as XYZ:
```
87
Properties=species:S:1:pos:R:3:lowdin_spin:R:1
Mn -0.5778 -0.0896 -0.2710 4.643
O 1.1946 -0.0480 -1.2080 0.055
C 1.6269 0.3535 -2.3418 0.010
C 2.8409 -0.1612 -2.8513 0.003
C 3.3622 0.2486 -4.0540 0.002
C 2.6928 1.2077 -4.8120 0.004
C 1.5063 1.7344 -4.3482 0.001
C 0.9485 1.3452 -3.1273 0.005
C -0.2850 1.9058 -2.6576 0.011
N -0.8073 1.8409 -1.4292 0.027
C -1.9612 2.5690 -1.4604 0.005
C -2.1678 3.0712 -2.7052 0.001
N -1.0965 2.6663 -3.4554 0.005
H 3.3548 -0.8850 -2.2337 0.000
H 4.2908 -0.1786 -4.4150 0.000
H 3.1044 1.5550 -5.7520 0.000
H 1.0130 2.4948 -4.9430 0.000
H -2.5724 2.6952 -0.5849 0.000
H -2.9588 3.6746 -3.1067 0.000
H -1.0124 2.7422 -4.4514 0.001
O -1.2475 0.9490 1.5608 0.048
N -2.4937 1.2593 1.8319 0.005
C -2.7363 2.1817 2.7948 0.003
C -4.0081 2.5748 3.1256 0.001
C -5.0925 2.0188 2.4472 0.002
C -4.8376 1.0789 1.4620 0.002
C -3.5412 0.6621 1.1576 0.005
S -3.2334 -0.5413 -0.0002 0.033
H -1.8549 2.5905 3.2610 0.000
H -4.1460 3.3111 3.9028 0.000
H -6.1053 2.3122 2.6780 0.000
H -5.6334 0.6216 0.8966 0.001
C 4.3610 2.2293 3.4371 0.000
C 4.7939 0.9479 2.7820 0.001
C 6.1050 0.5300 2.9800 0.000
C 6.6170 -0.6172 2.3951 0.001
C 5.7871 -1.3923 1.5933 0.000
C 4.4822 -0.9971 1.4068 0.001
C 3.9478 0.1613 1.9821 0.003
P 2.1836 0.3542 1.4641 0.011
C 1.7399 2.0740 1.9278 0.002
C 0.9383 2.3779 3.0237 0.000
C 0.5766 3.6837 3.2996 0.000
C 0.9818 4.7086 2.4590 0.000
C 1.7376 4.4094 1.3359 0.000
C 2.1259 3.1071 1.0564 0.000
C 2.9511 2.7950 -0.1515 0.000
C 1.3936 -0.6739 2.7494 0.012
C 1.7568 -0.6222 4.0880 0.001
C 1.0708 -1.3463 5.0485 0.014
C -0.0358 -2.1030 4.6609 0.003
C -0.3907 -2.1913 3.3359 0.007
C 0.3464 -1.5451 2.3155 0.013
C 0.0818 -1.8102 0.9296 0.011
H 5.0628 2.5059 4.2269 0.000
H 3.3663 2.1406 3.8654 0.000
H 4.3246 3.0427 2.7092 0.000
H 6.7495 1.1288 3.6182 0.000
H 7.6472 -0.9040 2.5642 0.000
H 6.1633 -2.2902 1.1188 0.000
H 3.8213 -1.5839 0.7839 0.000
H 0.5987 1.5739 3.6622 0.000
H -0.0235 3.9069 4.1748 0.000
H 0.6972 5.7353 2.6625 0.000
H 2.0271 5.2113 0.6633 0.000
H 2.9615 3.6190 -0.8640 0.000
H 2.5488 1.9102 -0.6400 0.000
H 3.9802 2.5693 0.1323 0.000
H 2.5914 -0.0023 4.3949 0.000
H 1.3745 -1.3085 6.0889 0.001
H -0.5970 -2.6473 5.4133 0.000
H -1.2369 -2.7982 3.0376 0.000
H -0.6559 -2.6086 0.7896 0.005
H 0.9967 -2.0082 0.3553 0.004
C -2.6141 -6.0415 -2.3864 0.000
C -2.5624 -4.8162 -3.2580 0.000
C -3.0667 -4.8537 -4.5602 0.000
C -2.9681 -3.6639 -5.2707 0.000
N -2.4544 -2.5693 -4.7730 0.002
C -1.9944 -2.6135 -3.4973 0.006
S -1.3212 -1.1839 -2.9077 0.026
N -2.0335 -3.7294 -2.7415 0.001
H -2.9824 -6.8943 -2.9550 0.000
H -3.2821 -5.8615 -1.5463 0.000
H -1.6243 -6.2688 -1.9965 0.000
H -3.5008 -5.7472 -4.9883 0.000
H -3.3167 -3.5941 -6.3025 0.000
```

---

DFT (ωB97M-V/def2-TZVPD) results for a molecular structure, C40H36N6O4PPbS3 in a non-equilibrium geometry.

Charge   +1
Highest occupied orbital energy   -0.321 hartree

Geometry as XYZ:
```
91
Properties=species:S:1:pos:R:3:mulliken_charge:R:1
Pb 2.1847 0.9007 -0.2615 0.677
N 6.6214 1.1663 -0.6025 -0.421
C 5.3903 0.9292 -0.0994 0.675
S 4.3870 2.3615 0.1515 -0.634
N 5.0744 -0.2886 0.2012 -1.238
N 3.7935 -0.5099 0.6434 0.803
C 3.6473 -1.4552 1.5054 -1.179
C 2.4865 -1.7418 2.3043 1.025
C 2.5592 -2.9197 3.0757 -0.577
C 1.5981 -3.2730 3.9898 -0.965
C 0.5295 -2.3948 4.2069 -0.679
C 0.4370 -1.2263 3.4966 -0.611
C 1.3772 -0.8478 2.4923 0.252
O 1.1938 0.2618 1.8676 -0.251
H 6.9386 2.1110 -0.7002 0.175
H 7.2773 0.4068 -0.6638 0.243
H 4.5418 -2.0387 1.7242 0.384
H 3.4273 -3.5559 2.9418 0.410
H 1.6840 -4.1827 4.5684 0.475
H -0.2231 -2.6328 4.9499 0.420
H -0.3696 -0.5296 3.6981 0.609
O -0.4573 1.9555 -3.0498 -0.553
C -0.8050 2.5972 -2.1213 0.128
O -0.6620 2.0535 -0.8150 0.929
C -1.4410 3.9072 -2.0306 0.064
C -1.5926 4.8096 -3.0753 -0.729
C -2.2051 6.0225 -2.8156 -0.518
C -2.6929 6.3209 -1.5453 -0.732
C -2.5447 5.4258 -0.4955 -0.550
C -1.9126 4.2211 -0.7489 0.218
P -1.3688 2.9137 0.3446 1.221
C -2.6050 1.8560 1.0660 0.215
C -2.1310 0.8047 1.8535 0.298
C -3.0394 -0.1089 2.3575 -0.293
C -4.3877 0.0121 2.0419 -0.648
C -4.8456 1.0545 1.2467 -0.913
C -3.9550 1.9972 0.7594 -0.805
C -0.1212 3.4199 1.5045 1.180
C 1.1143 3.8418 1.0127 -0.933
C 2.0963 4.2310 1.9043 -0.738
C 1.8262 4.2398 3.2675 -0.592
C 0.5783 3.8643 3.7459 -0.727
C -0.4053 3.4447 2.8674 -0.454
H -1.2052 4.5659 -4.0553 0.551
H -2.3133 6.7494 -3.6086 0.433
H -3.1843 7.2696 -1.3787 0.463
H -2.9246 5.6648 0.4891 0.547
H -1.0614 0.7139 2.0417 -0.383
H -2.6987 -0.9194 2.9880 0.503
H -5.0937 -0.7140 2.4228 0.454
H -5.8989 1.1412 1.0169 0.460
H -4.2947 2.8304 0.1561 0.460
H 1.3098 3.8550 -0.0538 0.638
H 3.0753 4.5086 1.5390 0.522
H 2.5979 4.5388 3.9637 0.450
H 0.3726 3.8916 4.8070 0.449
H -1.3729 3.1214 3.2294 0.451
N 1.5449 -0.8504 -2.8056 0.189
N 2.5506 -1.1278 -3.7020 -0.364
C 3.5453 -0.2306 -3.8638 0.589
N 4.3749 -0.4407 -4.9006 -0.428
S 3.7695 1.0918 -2.8602 -0.342
H 1.2268 -1.6675 -2.3097 -0.150
H 0.7836 -0.3220 -3.2155 0.167
H 2.3919 -1.8172 -4.4241 0.204
H 4.3518 -1.2793 -5.4558 0.180
H 5.1627 0.1758 -4.9867 0.227
O 0.2001 -1.5858 -0.2382 -0.247
S -1.2451 -1.7667 -0.5419 0.601
C -1.7981 -3.1271 0.5124 0.547
C -0.8870 -3.7248 1.3607 -0.202
C -1.3271 -4.7225 2.2207 -0.761
C -2.6618 -5.1004 2.2179 -0.581
C -3.5650 -4.5026 1.3462 -0.833
C -3.1317 -3.5081 0.4858 -0.358
C -1.2778 -2.7739 -2.0529 0.494
C -0.2115 -3.6251 -2.2974 -0.747
C -0.1837 -4.3630 -3.4696 -0.791
C -1.2252 -4.2447 -4.3831 -0.533
C -2.2885 -3.3908 -4.1308 -0.643
C -2.3129 -2.6405 -2.9624 -0.228
H 0.1452 -3.3946 1.3538 0.353
H -0.6258 -5.1937 2.8956 0.506
H -2.9993 -5.8737 2.8953 0.416
H -4.6038 -4.8058 1.3403 0.452
H -3.8194 -3.0306 -0.2033 0.425
H 0.5848 -3.7009 -1.5653 0.405
H 0.6409 -5.0357 -3.6655 0.484
H -1.2042 -4.8182 -5.3003 0.411
H -3.0948 -3.3048 -4.8467 0.430
H -3.1170 -1.9399 -2.7688 0.470
```

---

DFT (ωB97M-V/def2-TZVPD) results for a molecular structure, C40H37AlClN2P2Si.

Charge   +1
Highest occupied orbital energy   -0.366 hartree

Geometry as XYZ:
```
84
Properties=species:S:1:pos:R:3:mulliken_charge:R:1
Al 1.1080 -0.0588 0.0063 0.878
C 1.1739 -3.7737 -0.6225 -1.381
Si 0.2135 -2.2747 -0.0855 1.282
C -0.6098 -2.6427 1.5814 0.126
C -1.3002 -3.8487 1.7737 -0.323
C -1.9199 -4.1533 2.9738 -0.870
C -1.8715 -3.2522 4.0325 -0.810
C -1.1796 -2.0644 3.8828 0.033
C -0.5354 -1.7616 2.6810 -0.543
P 0.4220 -0.2114 2.5550 1.133
C 1.8132 -0.3505 3.7115 0.652
C 2.7651 0.6716 3.7058 -0.628
C 3.8692 0.6096 4.5396 -0.829
C 4.0511 -0.4898 5.3689 -0.546
C 3.1297 -1.5249 5.3555 -0.715
C 2.0137 -1.4579 4.5319 -0.585
C -0.7327 1.0181 3.2640 0.430
C -0.3397 1.9789 4.1909 -0.730
C -1.2628 2.8854 4.7017 -0.613
C -2.5891 2.8329 4.3032 -0.666
C -2.9896 1.8751 3.3779 -0.666
C -2.0687 0.9802 2.8565 -0.309
C -1.0764 -1.9851 -1.4640 0.365
C -2.2545 -2.7422 -1.4901 -0.661
C -3.0965 -2.7506 -2.5904 -0.873
C -2.7607 -2.0270 -3.7275 -0.854
C -1.6132 -1.2538 -3.7276 -0.573
C -0.7973 -1.1819 -2.5958 0.475
P 0.6868 -0.1194 -2.5599 0.205
C 0.3044 1.5070 -3.2864 0.396
C 1.3591 2.4241 -3.2645 -0.713
C 1.1903 3.7030 -3.7681 -0.741
C -0.0344 4.0893 -4.3016 -0.540
C -1.0897 3.1917 -4.3144 -0.805
C -0.9237 1.9086 -3.8022 -0.192
C 1.9139 -0.8718 -3.6505 0.625
C 1.8289 -0.7990 -5.0399 -0.442
C 2.7804 -1.4276 -5.8252 -0.678
C 3.8222 -2.1299 -5.2290 -0.515
C 3.9200 -2.1949 -3.8474 -0.883
C 2.9691 -1.5605 -3.0588 -0.058
H 0.4831 -4.6064 -0.7773 0.393
H 1.9087 -4.0658 0.1286 0.415
H 1.6937 -3.5996 -1.5659 0.419
H -1.3533 -4.5739 0.9696 0.369
H -2.4459 -5.0922 3.0882 0.436
H -2.3615 -3.4808 4.9692 0.445
H -1.1350 -1.3655 4.7106 0.548
H 2.6592 1.5123 3.0297 0.495
H 4.5963 1.4102 4.5298 0.417
H 4.9179 -0.5434 6.0137 0.407
H 3.2777 -2.3910 5.9865 0.426
H 1.3074 -2.2769 4.5314 0.325
H 0.6803 2.0059 4.5507 0.421
H -0.9431 3.6160 5.4330 0.447
H -3.3103 3.5233 4.7204 0.429
H -4.0285 1.8099 3.0790 0.472
H -2.4030 0.2178 2.1605 0.445
H -2.5145 -3.3557 -0.6357 0.365
H -3.9990 -3.3484 -2.5760 0.435
H -3.3853 -2.0698 -4.6099 0.436
H -1.3434 -0.7166 -4.6285 0.412
H 2.3193 2.1375 -2.8472 0.414
H 2.0199 4.3971 -3.7553 0.454
H -0.1612 5.0840 -4.7075 0.425
H -2.0458 3.4799 -4.7323 0.480
H -1.7636 1.2293 -3.8145 0.535
H 1.0267 -0.2426 -5.5117 0.300
H 2.7144 -1.3683 -6.9032 0.436
H 4.5645 -2.6188 -5.8456 0.395
H 4.7385 -2.7269 -3.3822 0.438
H 3.0634 -1.5945 -1.9788 0.406
C -3.0432 3.2225 -0.9153 -0.954
N -1.8495 3.2050 -0.0657 0.335
C -1.5145 4.3849 0.7401 -0.959
C -1.0350 2.1972 -0.0867 0.504
N -0.3192 1.2880 -0.0602 -0.530
H -3.9062 3.4472 -0.2897 0.330
H -3.1710 2.2462 -1.3730 0.305
H -2.9333 3.9758 -1.6935 0.349
H -2.3537 4.6091 1.3948 0.354
H -1.3084 5.2282 0.0823 0.316
H -0.6435 4.1628 1.3516 0.308
Cl 3.0109 0.8794 0.1434 -0.450
```

---

DFT (ωB97M-V/def2-TZVPD) results for 2 unconnected molecules or ions with the total composition C40H37BO5 in a non-equilibrium geometry.

Highest occupied orbital energy   -0.247 hartree

Geometry as XYZ:
```
83
Properties=species:S:1:pos:R:3:mulliken_charge:R:1
C 2.5797 -0.8983 7.6052 -1.337
C 1.4516 -1.2548 6.7630 0.504
C 0.1814 -1.7309 6.9691 -0.948
C -0.3698 -2.0054 5.6887 -0.336
C 0.6218 -1.7487 4.7415 -0.003
B -1.7658 1.4187 1.6970 0.662
C -2.5358 0.9749 2.9381 1.210
C -3.1293 -0.2380 3.3227 -0.647
C -4.0131 0.0475 4.3857 -1.490
C -3.6963 1.3470 4.7581 0.515
C -4.3896 2.2849 5.6001 -1.553
O -2.7181 1.8613 3.9464 -0.265
C -0.6536 2.2820 2.2242 1.127
C 0.5580 2.1310 2.8847 -0.731
C 0.8832 3.3905 3.4536 -1.232
C -0.1599 4.2448 3.1510 0.297
C -0.6977 5.5517 3.4830 -1.493
O -1.0894 3.5591 2.4057 -0.578
C 0.7537 -2.0365 3.3901 1.185
C 1.8645 -1.7517 2.5919 -0.107
C 2.0281 -2.8156 1.6871 -0.660
C 0.9585 -3.6908 1.9109 0.362
C 0.5843 -5.0576 1.5980 -1.577
O 0.1442 -3.1897 2.8930 -0.382
O 1.7236 -1.2245 5.4209 -0.428
H 2.3857 -0.9585 8.6769 0.357
H 3.4495 -1.5268 7.3963 0.291
H 2.8987 0.1281 7.4053 0.289
H -0.3269 -1.8680 7.9118 0.455
H -1.3712 -2.3246 5.4172 0.538
H -2.9568 -1.2435 2.9648 0.640
H -4.8314 -0.5846 4.7286 0.442
H -5.4726 2.2451 5.4041 0.339
H -4.2604 2.0123 6.6541 0.340
H -4.0299 3.3080 5.4275 0.292
H 1.1529 1.2403 2.9948 0.586
H 1.7838 3.6016 4.0163 0.435
H -0.2779 6.0628 4.3449 0.391
H -0.6145 6.2501 2.6255 0.255
H -1.7777 5.4147 3.6747 0.288
H 2.4650 -0.8626 2.7365 0.501
H 2.8522 -2.8816 0.9682 0.488
H 1.0111 -5.5304 0.7084 0.354
H 0.8633 -5.6800 2.4641 0.322
H -0.5104 -5.1086 1.5326 0.334
C 2.8320 -1.4249 -2.7491 -1.506
C 1.7986 -1.0978 -1.7127 1.098
C 0.7402 -1.9835 -1.4792 -1.278
C -0.1148 -1.7948 -0.4163 -0.196
C -0.0265 -0.6193 0.3747 0.608
C -1.0929 -0.3382 1.3358 -0.601
C -2.2416 0.3905 0.5866 0.328
C -2.0550 1.8033 0.0894 -0.728
C -3.1957 2.6249 -0.1254 -0.787
C -4.4695 2.0982 -0.0836 0.420
O -5.6184 2.8686 -0.2961 -0.469
C -5.6601 3.8754 -1.2498 0.482
C -6.5272 4.9543 -1.0066 -0.610
C -6.4443 6.0711 -1.8322 -0.354
C -5.5657 6.0807 -2.9227 -0.525
C -4.7860 4.9587 -3.2119 -0.544
C -4.8657 3.8277 -2.4018 -0.214
C -4.6720 0.7415 0.2193 -1.238
C -3.5992 -0.0731 0.4983 -0.249
C 0.9546 0.3167 0.0578 0.196
C 1.8777 0.0560 -0.9462 -1.163
H 2.9456 -0.6147 -3.4922 0.340
H 3.8303 -1.5797 -2.2958 0.288
H 2.5817 -2.3644 -3.2780 0.352
H 0.5877 -2.8446 -2.1116 0.321
H -0.9057 -2.5344 -0.1854 0.416
H -1.3699 -1.1616 1.9822 0.615
H -1.1862 2.0009 -0.5270 0.757
H -3.0574 3.6599 -0.4245 0.695
H -7.2221 4.9002 -0.1704 0.407
H -7.0830 6.9340 -1.6289 0.358
H -5.5026 6.9620 -3.5605 0.360
H -4.1146 4.9491 -4.0708 0.376
H -4.3027 2.9249 -2.6351 0.438
H -5.6966 0.3589 0.1722 0.454
H -3.8080 -1.1277 0.6497 0.403
H 1.0053 1.2230 0.6437 0.269
H 2.6564 0.7846 -1.1360 0.453
```